(1)
{
  "formula": "C5H7F3O4S",
  "method": "the ωB97M-V functional and the def2-TZVPD basis",
  "homo_energy_ev": -11.4,
  "molar_mass_da": 220.168,
  "smiles": "O=S1(=O)OC[C@@H](CCC(F)(F)F)O1",
  "symbols": ["O", "S", "O", "O", "C", "C", "C", "C", "C", "F", "F", "F", "O", "H", "H", "H", "H", "H", "H", "H"],
  "xyz": [[3.6146, -1.4989, 1.2425], [3.0900, -0.2672, 0.8574], [3.5726, 0.8951, 1.4802], [2.9454, -0.0906, -0.7216], [1.5766, 0.1944, -1.1213], [0.7445, 0.3948, 0.1508], [-0.5998, -0.3209, 0.2233], [-1.7653, 0.5110, -0.3377], [-3.0900, -0.2246, -0.0436], [-2.9186, -1.4316, 0.4681], [-3.8084, 0.4614, 0.8336], [-3.7964, -0.3684, -1.1619], [1.5100, -0.3262, 1.1573], [1.6774, 1.0499, -1.7808], [1.2557, -0.7104, -1.6384], [0.7616, 1.4165, 0.5363], [-0.7733, -0.4678, 1.2884], [-0.5101, -1.3147, -0.2117], [-1.8342, 1.4589, 0.1907], [-1.6524, 0.6393, -1.4116]]
}

---

(2)
{
  "formula": "C25H40BrCdNOP2",
  "method": "the ωB97M-V functional and the def2-TZVPD basis",
  "homo_energy_ev": [-13.1, -13.0],
  "molar_mass_da": 624.865,
  "total_charge": 2,
  "symbols": ["C", "C", "C", "C", "N", "C", "C", "C", "C", "C", "C", "C", "C", "C", "Cd", "P", "H", "H", "H", "H", "H", "H", "H", "H", "C", "C", "H", "H", "H", "H", "H", "C", "C", "H", "H", "H", "H", "H", "C", "C", "H", "H", "H", "H", "H", "Br", "P", "C", "C", "H", "H", "H", "H", "H", "C", "C", "H", "H", "H", "H", "H", "C", "C", "H", "H", "H", "H", "H", "O", "H", "H"],
  "xyz": [[6.6490, -5.0332, -3.4559], [6.9211, -3.6501, -3.1692], [8.2600, -3.2415, -3.3882], [9.2145, -4.1605, -3.8298], [8.9382, -5.4448, -4.0792], [7.6925, -5.8678, -3.8994], [5.9588, -2.6686, -2.7074], [5.0686, -2.0243, -2.0824], [3.9943, -2.1698, -0.9915], [2.6377, -2.1685, -1.2521], [1.7017, -1.6722, -0.3218], [2.0884, -1.3993, 1.0087], [3.4416, -1.6713, 1.3366], [4.3435, -2.1309, 0.3849], [5.1186, -0.0388, -2.6939], [0.6662, 2.0585, -2.3227], [8.6032, -2.2266, -3.2364], [5.6690, -5.5150, -3.3762], [10.2655, -3.8791, -3.9942], [7.5472, -6.9301, -4.1235], [5.3764, -2.3112, 0.6873], [2.3225, -2.2897, -2.2786], [3.7464, -1.5605, 2.3702], [0.6819, -1.5310, -0.6887], [-0.6745, 3.2473, -1.7913], [-1.0246, 4.4555, -2.6590], [-0.3579, 3.5936, -0.7953], [-1.5779, 2.6459, -1.6074], [-1.9381, 4.9123, -2.2408], [-0.2248, 5.2119, -2.6207], [-1.2265, 4.1817, -3.7027], [1.4523, 2.8203, -3.8216], [1.9854, 1.8218, -4.8505], [2.2963, 3.3637, -3.3917], [0.7644, 3.5510, -4.2806], [2.9615, 2.1582, -5.2071], [2.1364, 0.8052, -4.4405], [1.3230, 1.7519, -5.7148], [-0.4406, 0.8058, -3.1100], [-1.3147, 1.2845, -4.2720], [-1.0669, 0.3736, -2.3043], [0.2135, -0.0333, -3.4328], [-1.7421, 0.4088, -4.7810], [-2.1434, 1.9114, -3.9196], [-0.7228, 1.8417, -5.0070], [0.8950, -0.6518, 2.3303], [3.8779, 3.2564, 1.2802], [2.7726, 3.7977, -0.0799], [2.9538, 5.3018, -0.3534], [1.7229, 3.5797, 0.2216], [3.0163, 3.2083, -0.9864], [2.6384, 5.5288, -1.3836], [2.3478, 5.9074, 0.3445], [3.9941, 5.6235, -0.2296], [2.7228, 2.4686, 2.4554], [2.7970, 3.0040, 3.8880], [2.8978, 1.3901, 2.4531], [1.7014, 2.6044, 2.0711], [1.9143, 2.6792, 4.4598], [3.6950, 2.6368, 4.3954], [2.8487, 4.0894, 3.8999], [4.8733, 1.8527, 0.6087], [6.3319, 2.3099, 0.4689], [4.4252, 1.5876, -0.3684], [4.7754, 1.0291, 1.3350], [6.9568, 1.4134, 0.3457], [6.4530, 2.9588, -0.4137], [6.6746, 2.8719, 1.3522], [-1.4476, -0.6721, -0.2144], [-1.8414, -1.3305, 0.3988], [-0.8468, -0.1469, 0.3596]]
}

---

(3)
{
  "formula": "C62H132B3F30N11O14S6",
  "method": "the ωB97M-V functional and the def2-TZVPD basis",
  "homo_energy_ev": -13.2,
  "molar_mass_da": 2050.579,
  "total_charge": 2,
  "symbols": ["C", "C", "C", "O", "C", "N", "H", "H", "H", "H", "H", "H", "H", "H", "H", "H", "H", "H", "C", "C", "C", "O", "C", "N", "H", "H", "H", "H", "H", "H", "H", "H", "H", "H", "H", "H", "C", "C", "C", "N", "C", "C", "C", "C", "C", "H", "H", "H", "H", "H", "H", "H", "H", "H", "H", "H", "H", "H", "H", "H", "H", "H", "H", "C", "C", "C", "N", "C", "C", "C", "C", "C", "H", "H", "H", "H", "H", "H", "H", "H", "H", "H", "H", "H", "H", "H", "H", "H", "H", "H", "C", "C", "C", "N", "C", "C", "C", "C", "C", "H", "H", "H", "H", "H", "H", "H", "H", "H", "H", "H", "H", "H", "H", "H", "H", "H", "H", "C", "C", "C", "N", "C", "C", "C", "C", "C", "H", "H", "H", "H", "H", "H", "H", "H", "H", "H", "H", "H", "H", "H", "H", "H", "H", "H", "C", "C", "C", "N", "C", "C", "C", "C", "C", "H", "H", "H", "H", "H", "H", "H", "H", "H", "H", "H", "H", "H", "H", "H", "H", "H", "H", "C", "C", "C", "N", "C", "C", "C", "C", "C", "H", "H", "H", "H", "H", "H", "H", "H", "H", "H", "H", "H", "H", "H", "H", "H", "H", "H", "B", "F", "F", "F", "F", "B", "F", "F", "F", "F", "B", "F", "F", "F", "F", "C", "F", "F", "F", "S", "O", "O", "N", "S", "O", "O", "C", "F", "F", "F", "C", "F", "F", "F", "S", "O", "O", "N", "S", "O", "O", "C", "F", "F", "F", "C", "F", "F", "F", "S", "O", "O", "N", "S", "O", "O", "C", "F", "F", "F"],
  "xyz": [[13.0786, 11.4980, 14.4828], [12.7455, 12.9083, 14.8269], [11.4511, 13.3680, 14.0713], [10.9572, 14.5634, 14.5370], [11.7824, 15.5663, 14.0415], [12.4594, 13.0874, 16.2629], [12.0574, 14.0094, 16.4157], [11.9402, 12.3325, 16.6408], [13.3226, 13.0486, 16.8666], [14.0648, 11.2958, 14.7479], [13.0161, 11.4204, 13.3999], [12.4757, 10.7538, 14.8458], [13.6153, 13.5341, 14.5504], [10.6840, 12.5773, 14.3751], [11.6687, 13.3937, 13.0214], [11.3220, 16.5290, 14.2926], [11.7757, 15.4958, 12.9907], [12.7853, 15.4548, 14.4739], [17.9980, 13.4537, 8.4696], [19.1155, 14.2731, 8.7770], [19.3895, 15.5768, 8.0439], [20.6021, 15.9730, 8.5897], [20.9502, 17.3029, 8.2402], [18.9945, 14.7770, 10.2281], [19.6834, 15.5530, 10.4115], [18.0632, 15.1947, 10.2273], [19.1159, 14.1359, 11.0376], [17.8548, 12.6977, 9.2002], [18.1659, 12.9948, 7.5706], [17.0828, 13.9811, 8.2259], [20.0401, 13.6963, 8.8379], [18.6168, 16.3282, 8.1307], [19.5422, 15.3791, 6.9506], [20.2627, 18.0253, 8.7065], [20.8243, 17.4460, 7.1550], [21.9645, 17.4907, 8.5769], [10.4761, 22.5277, 15.8369], [11.6853, 21.9909, 15.1392], [12.9181, 22.7306, 15.6094], [14.3235, 22.0957, 15.1603], [15.4492, 23.1304, 15.2210], [14.2261, 21.4019, 13.8099], [15.4249, 20.4754, 13.9522], [15.6012, 20.1248, 15.4090], [14.5406, 20.9762, 16.1521], [9.5651, 21.9946, 15.5244], [10.2387, 23.5833, 15.7401], [10.5212, 22.3588, 16.8858], [11.4800, 22.1196, 14.0605], [11.7829, 20.9262, 15.3875], [13.0014, 22.9534, 16.6788], [12.9133, 23.7188, 15.0513], [15.2684, 23.8967, 14.4534], [16.4796, 22.6687, 15.2182], [15.3589, 23.6508, 16.1443], [14.4865, 22.1991, 13.0481], [13.3000, 20.8356, 13.8317], [16.3767, 20.9821, 13.6457], [15.4844, 19.5505, 13.3805], [16.6318, 20.3656, 15.7298], [15.3823, 19.0424, 15.5508], [14.8890, 21.3554, 17.1453], [13.6391, 20.3471, 16.2802], [17.0244, 19.8125, 20.8559], [16.3346, 21.1778, 20.6772], [15.0075, 21.1518, 21.5092], [14.2972, 22.4629, 21.6730], [13.7510, 22.9622, 20.3566], [15.1622, 23.5159, 22.3540], [14.0922, 24.4800, 22.8859], [12.8087, 23.6525, 22.9782], [13.1560, 22.1842, 22.6515], [17.8705, 19.8091, 20.1661], [16.4609, 18.9484, 20.5266], [17.4103, 19.6958, 21.8436], [16.1373, 21.4085, 19.6906], [16.9703, 21.8920, 21.1958], [15.0865, 20.8013, 22.5043], [14.2946, 20.4726, 21.1180], [12.8459, 22.3305, 20.1061], [14.5999, 22.8962, 19.6151], [13.4792, 23.9691, 20.4409], [15.9399, 23.9420, 21.7338], [15.6074, 22.9085, 23.1205], [13.9251, 25.3343, 22.1894], [14.4016, 24.8963, 23.8600], [12.0189, 23.9506, 22.2373], [12.2853, 23.6951, 23.9061], [12.3481, 21.5473, 22.2700], [13.6624, 21.6269, 23.4756], [20.7291, 21.1074, 19.4786], [21.6561, 21.6753, 18.4182], [20.8840, 22.0235, 17.1221], [21.2394, 23.3761, 16.5183], [22.6398, 23.4890, 16.0559], [20.8615, 24.5128, 17.4226], [20.4989, 25.6923, 16.5452], [20.1926, 25.0120, 15.1705], [20.2852, 23.4999, 15.3800], [21.1286, 21.0429, 20.5423], [20.4335, 20.1125, 19.2486], [19.7972, 21.6998, 19.5357], [22.4050, 20.9393, 18.2754], [22.2622, 22.5526, 18.8039], [19.7983, 22.1181, 17.4627], [21.1330, 21.3461, 16.3195], [22.8851, 22.5210, 15.5257], [23.2743, 23.6058, 16.9162], [22.6840, 24.3881, 15.3986], [21.5807, 24.6627, 18.2311], [19.9329, 24.0699, 17.8906], [21.3912, 26.3205, 16.5262], [19.7281, 26.2942, 16.9994], [21.0286, 25.3630, 14.5944], [19.2491, 25.4256, 14.8911], [20.7422, 22.8987, 14.6081], [19.3845, 23.0082, 15.7033], [15.4995, 10.6306, 21.8806], [16.7318, 11.6007, 22.0511], [16.4467, 12.9969, 21.5376], [17.6426, 13.8770, 21.4137], [18.6808, 13.2053, 20.5373], [18.1652, 14.2112, 22.7773], [18.9855, 15.3847, 22.4697], [18.1444, 16.1717, 21.3827], [17.1614, 15.1884, 20.8425], [14.9883, 10.4760, 22.9015], [15.8443, 9.6818, 21.5621], [14.8072, 10.9968, 21.1477], [17.5322, 11.1775, 21.4968], [17.0326, 11.5803, 23.1263], [15.7113, 13.3745, 22.2681], [15.9622, 12.9970, 20.5807], [19.2088, 12.4386, 21.0831], [19.4077, 13.9353, 20.2478], [18.1174, 12.7608, 19.7536], [18.5864, 13.3466, 23.2776], [17.3402, 14.4304, 23.4686], [19.9052, 15.0397, 22.0604], [19.1804, 15.9984, 23.3323], [18.8149, 16.4978, 20.5821], [17.5912, 17.0008, 21.8950], [17.0826, 15.1486, 19.7858], [16.1900, 15.2718, 21.3115], [19.2539, 18.1511, 17.3677], [19.0974, 16.6997, 16.9241], [19.8153, 16.3939, 15.6918], [19.6341, 15.0355, 15.0300], [18.2380, 14.9329, 14.6481], [20.0274, 13.8733, 15.8629], [21.5214, 13.8604, 15.8180], [21.9163, 14.5676, 14.4705], [20.5659, 14.8616, 13.9224], [18.7100, 18.3989, 18.2795], [19.0478, 18.8845, 16.6398], [20.2998, 18.3125, 17.6489], [18.0371, 16.5039, 16.8219], [19.3932, 15.9699, 17.7475], [20.9395, 16.4450, 15.8774], [19.6042, 17.1158, 14.9205], [18.1545, 14.0100, 14.0885], [17.9343, 15.7573, 14.0582], [17.5774, 14.7355, 15.4987], [19.6333, 13.0772, 15.2469], [19.6705, 13.9313, 16.8830], [21.8455, 12.7986, 15.7333], [21.8927, 14.3088, 16.7231], [22.5347, 13.8652, 13.9449], [22.4794, 15.4475, 14.6001], [20.1345, 14.0041, 13.3885], [20.4768, 15.7583, 13.2733], [25.1911, 8.7885, 16.6767], [24.6400, 10.1788, 16.8981], [25.8190, 11.1392, 17.0272], [25.4090, 12.5818, 17.1441], [25.2127, 13.2567, 15.8264], [26.3747, 13.4128, 17.8708], [26.3129, 12.9051, 19.3038], [24.7741, 12.4539, 19.4065], [24.1810, 12.7515, 18.0438], [25.9263, 8.5429, 17.4621], [25.8060, 8.6556, 15.8396], [24.4138, 8.0595, 16.5444], [24.0574, 10.1212, 17.7840], [23.9862, 10.3348, 16.0524], [26.3103, 11.1337, 16.0574], [26.4800, 10.7305, 17.8577], [24.3379, 12.7385, 15.4282], [26.0579, 13.1477, 15.2656], [25.0188, 14.3411, 16.0779], [25.9125, 14.3898, 17.8802], [27.3515, 13.4149, 17.4676], [26.4881, 13.6729, 20.0574], [26.9589, 12.0794, 19.4787], [24.1199, 12.8618, 20.1842], [24.7884, 11.3404, 19.5619], [23.8762, 13.7303, 18.0540], [23.4616, 11.9744, 17.7975], [18.2349, 17.7488, 11.9718], [19.4898, 17.1881, 11.5665], [18.2783, 19.0090, 11.4575], [17.1486, 17.0150, 11.3897], [18.0694, 17.7357, 13.4369], [15.7522, 12.7636, 17.4044], [15.6940, 13.2477, 16.1050], [16.5772, 13.7030, 18.1821], [14.4212, 12.7474, 18.0761], [16.3666, 11.4747, 17.4340], [17.3344, 23.9238, 18.2767], [17.8499, 23.8292, 16.9297], [17.4208, 25.2665, 18.5806], [16.0082, 23.5042, 18.1365], [18.0289, 23.1622, 19.2164], [10.5722, 19.1798, 18.8976], [10.2703, 20.4693, 18.9986], [9.8573, 18.4240, 19.6951], [10.3051, 18.8490, 17.6102], [12.3958, 18.9904, 19.2555], [13.0980, 20.0022, 18.4430], [12.6208, 19.0669, 20.6708], [12.6520, 17.5981, 18.6322], [13.2532, 17.1500, 17.2924], [12.7713, 15.8180, 17.0079], [13.2757, 18.0513, 16.2107], [14.9869, 16.7525, 17.8036], [15.6394, 16.0899, 16.7895], [15.6423, 17.9795, 18.0254], [15.0350, 16.0863, 18.9230], [19.2888, 9.8772, 11.6334], [18.0673, 10.1340, 11.0653], [19.0894, 9.4459, 12.8584], [19.9538, 8.8463, 10.9650], [20.1436, 11.4542, 11.6848], [20.6287, 11.6380, 10.3284], [19.0390, 12.3173, 12.0294], [21.1694, 11.5427, 12.7711], [22.3590, 10.6080, 13.0576], [22.9701, 11.0963, 14.2415], [22.0262, 9.1985, 13.0161], [23.4654, 10.8912, 11.6983], [24.7362, 10.4007, 11.9787], [23.0820, 10.3509, 10.5491], [23.5695, 12.2102, 11.4640], [24.8854, 18.0446, 17.0715], [24.0367, 19.1176, 16.8846], [25.3320, 17.5851, 15.8838], [25.9145, 18.4800, 17.7436], [24.1211, 16.7307, 18.0546], [23.5405, 15.7488, 17.0890], [25.3166, 16.2414, 18.6980], [23.0264, 17.4938, 18.9174], [22.2167, 16.7782, 20.0554], [21.0134, 17.5409, 20.2841], [22.0101, 15.3784, 19.8052], [23.3419, 17.0588, 21.7089], [22.5580, 16.7541, 22.7692], [24.3077, 16.1484, 21.6888], [23.8119, 18.2797, 21.8178]]
}

---

(4)
{
  "formula": "C2H2N2OS",
  "method": "the ωB97M-V functional and the def2-TZVPD basis",
  "homo_energy_ev": -8.4,
  "molar_mass_da": 102.118,
  "symbols": ["C", "C", "N", "N", "O", "S", "H", "H"],
  "xyz": [[-0.4068, 0.3028, 0.3370], [1.0652, -2.1235, -0.7441], [-0.9543, 2.5759, 0.2985], [-0.7134, 1.3960, 0.5179], [1.7345, -1.1800, -0.9810], [0.3072, -3.4345, -0.4279], [-0.4685, -0.7987, 0.1643], [-0.5638, 3.2620, 0.8354]]
}